Record 1
The following is a DFT calculation (the ωB97M-V functional and the def2-TZVPD basis) of the molecule C5H14N2 in a non-equilibrium geometry.

ORCA input file:
```
! wB97M-V def2-TZVPD RIJCOSX def2/J DEFGRID3
* xyz 0 1
N -3.0914 -0.0353 0.6125
C -2.0755 -0.7222 -0.1848
C -0.7188 -0.9183 0.5138
C 0.0227 0.3721 0.8272
C 0.6841 1.0544 -0.3705
C 1.8309 0.3121 -1.0346
N 3.0434 0.1470 -0.3051
H -2.5997 0.5363 1.2884
H -3.6889 -0.6818 1.1053
H -1.8394 -0.1939 -1.1160
H -2.4029 -1.7049 -0.4791
H -0.1251 -1.5146 -0.1921
H -0.7186 -1.5034 1.4292
H -0.5665 1.1627 1.2862
H 0.8391 0.2473 1.5465
H -0.0223 1.1988 -1.1980
H 0.9486 2.0810 -0.1124
H 1.4145 -0.6362 -1.3954
H 2.0639 0.8828 -1.9314
H 3.0998 -0.6069 0.3566
H 3.9022 0.5230 -0.6464
*
```

Largest force on an atom = 1.4 eV/Å
LUMO = 0.041 Eh
Kohn-Sham gap = 0.361 Eh
ΔE to the lowest compared entry with this formula, charge and spin = 19.2 kcal per mole
SMILES = NCCCCCN

Atomic partial charges in e from the natural (NBO) method, atoms 1 to 2:
1 N -0.84
2 C -0.21

Record 2
The following is a DFT calculation (the ωB97M-V functional and the def2-TZVPD basis) of the molecule C6H8O3 in a non-equilibrium geometry.

ORCA input file:
```
! wB97M-V def2-TZVPD RIJCOSX def2/J DEFGRID3
* xyz 0 1
C 1.5294 -0.9153 -0.4773
C 0.1350 -0.4944 -0.0783
C -1.0585 0.7541 0.6959
C -2.1185 -0.0806 0.1267
C -1.2587 -1.0071 -0.4636
C -0.1496 0.9690 -0.4773
H 1.6197 -0.5112 1.4095
H 2.0125 -0.2192 -1.3947
H 1.4626 -2.0899 -0.6389
H -1.4326 1.5791 1.2304
H -3.2123 -0.3290 0.2762
H -1.3095 -1.9587 -1.1000
H -0.7655 1.0032 -1.4186
H 1.4637 1.8770 0.6008
O 2.3107 -0.3817 0.6814
O -0.1443 -0.1499 1.4147
O 0.9159 1.9548 -0.3870
*
```

Largest force on an atom = 5.3 eV/Å
LUMO = 0.025 Eh
Kohn-Sham gap = 0.382 Eh
ΔE to the lowest compared entry with this formula, charge and spin = 130.7 kcal per mole

Atomic partial charges in e from the natural (NBO) method, atoms 1 to 2:
1 C -0.11
2 C 0.11

Record 3
The following is a DFT calculation (the ωB97M-V functional and the def2-TZVPD basis) of a 6-piece molecular cluster, C23H63Cl2IO20P6 overall in a non-equilibrium geometry.

ORCA input file:
```
! wB97M-V def2-TZVPD RIJCOSX def2/J DEFGRID3
* xyz 0 1
C 0.3626 0.4923 3.2900
C -1.0585 0.4784 2.4103
C -2.2651 0.4620 3.5678
I -2.4655 -1.5038 4.5066
P -3.9115 1.2103 2.9149
C -4.3874 -0.3609 1.9397
C -5.6439 -1.1790 2.6806
C -5.4804 2.1227 2.3196
Cl -6.0471 3.1892 3.7737
C -5.2533 3.1577 1.0689
C -4.6497 4.6253 1.4815
Cl -4.2179 2.4966 -0.3211
H 1.2830 0.8358 2.6446
H 0.3087 1.2511 4.2075
H 0.5166 -0.5719 3.7642
H -1.0740 -0.4753 1.7321
H -1.0445 1.4981 1.8008
H -1.8650 1.1991 4.4175
H -3.1103 2.2455 2.2820
H -4.2682 1.4533 4.3114
H -4.8530 0.0136 0.9065
H -3.4950 -1.0615 1.6486
H -5.4727 -1.1022 3.8550
H -5.6651 -2.3192 2.4185
H -6.6842 -0.6812 2.4688
H -6.3863 1.4358 2.0424
H -6.3355 3.3617 0.6078
H -5.5496 5.3889 1.6284
H -3.9127 4.6244 2.3905
H -4.0623 5.0262 0.5241
C 4.5001 -3.3870 2.4436
O 3.1522 -2.9761 2.3354
P 2.0087 -4.2743 2.3287
O 1.2804 -3.6295 1.1478
O 1.3544 -3.6941 3.7260
C 2.1280 -3.7944 4.9043
O 0.8651 -5.5724 2.3220
C 1.0343 -6.5522 3.3233
H 5.0992 -2.8287 1.7205
H 4.8608 -3.1664 3.4514
H 4.6083 -4.4572 2.2461
H 2.6440 -2.8475 5.0824
H 2.8613 -4.6029 4.8309
H 1.4627 -3.9981 5.7476
H 0.5536 -6.2260 4.2494
H 2.0966 -6.7437 3.4999
H 0.5593 -7.4800 2.9930
C 5.6863 -4.0555 -3.1898
O 5.8957 -4.4540 -1.8502
P 4.9056 -5.7762 -1.3359
O 4.5831 -5.0325 -0.0382
O 6.2594 -6.6851 -1.0945
C 6.9859 -7.0962 -2.2346
O 3.9156 -7.0983 -0.8214
C 3.8591 -8.2061 -1.6937
H 5.6288 -2.9653 -3.2297
H 6.5303 -4.3904 -3.7981
H 4.7604 -4.4766 -3.5915
H 7.8183 -6.4082 -2.4031
H 6.3486 -7.1247 -3.1233
H 7.3863 -8.0979 -2.0563
H 4.7121 -8.8659 -1.5145
H 3.8535 -7.8759 -2.7364
H 2.9400 -8.7643 -1.4961
C -10.0203 2.7800 3.8495
O -11.0936 3.5183 3.3016
P -11.7815 4.6840 4.3792
O -13.1858 4.2165 3.9917
O -11.3296 5.8897 3.3500
C -9.9490 6.1645 3.2267
O -12.4694 5.8496 5.4566
C -11.5541 6.6825 6.1347
H -10.1543 1.7244 3.6019
H -9.0836 3.1329 3.4109
H -9.9750 2.8885 4.9368
H -9.5524 5.6484 2.3486
H -9.3993 5.8468 4.1175
H -9.8134 7.2413 3.0947
H -11.2822 7.5312 5.5015
H -10.6577 6.1221 6.4154
H -12.0296 7.0639 7.0424
C 8.8278 1.8242 -5.0193
O 7.9085 0.7650 -4.8452
P 7.6636 0.2960 -3.1981
O 7.7892 -1.1759 -3.5963
O 6.0796 0.7362 -3.3170
C 5.7879 2.1141 -3.4308
O 7.4187 -0.1731 -1.5510
C 7.1870 0.8759 -0.6360
H 9.5015 1.5763 -5.8427
H 8.2790 2.7356 -5.2698
H 9.4177 1.9936 -4.1141
H 5.6474 2.3704 -4.4840
H 6.5901 2.7265 -3.0087
H 4.8619 2.3252 -2.8893
H 6.1286 1.1497 -0.6426
H 7.8007 1.7466 -0.8841
H 7.4514 0.5332 0.3680
C 2.8054 2.5556 -9.0940
O 3.4732 2.0983 -7.9355
P 2.8114 2.6890 -6.4502
O 4.2203 3.0121 -5.9486
O 2.4417 1.1441 -6.0103
C 1.4119 0.4877 -6.7213
O 2.1498 3.2797 -4.9649
C 0.7481 3.1873 -4.8311
H 3.5489 2.8655 -9.8320
H 2.2104 1.7381 -9.5092
H 2.1509 3.4025 -8.8695
H 1.8510 -0.1380 -7.5024
H 0.7203 1.2053 -7.1724
H 0.8555 -0.1499 -6.0291
H 0.4720 2.1906 -4.4769
H 0.2551 3.3958 -5.7849
H 0.4147 3.9230 -4.0941
*
```

Largest force on an atom = 10.7 eV/Å
LUMO = -0.113 Eh
Kohn-Sham gap = 0.194 Eh
ΔE to the lowest compared entry with this formula, charge and spin = 280.1 kcal per mole
SMILES = CC[C@H](I)[PH2](CC)[C@@H](Cl)[C@@H](C)Cl.COP(=O)(OC)OC.COP(=O)(OC)OC.COP(=O)(OC)OC.COP(=O)(OC)OC.COP(=O)(OC)OC

Atomic partial charges in e from the Mulliken method, atoms 1 to 2:
1 C -0.69
2 C -0.21

Record 4
The following is a DFT calculation (the ωB97M-V functional and the def2-TZVPD basis) of a 2-piece molecular cluster, C4H11NO2 overall in a non-equilibrium geometry.

ORCA input file:
```
! wB97M-V def2-TZVPD RIJCOSX def2/J DEFGRID3
* xyz 0 1
C 1.3268 0.7564 0.4173
N 0.0982 1.4770 0.0204
C -0.3420 2.3585 1.1302
C -0.9446 0.4648 -0.1862
C -0.8211 -0.3602 -1.4435
O -0.8332 -1.5712 -1.3822
H 1.4900 0.7471 1.4977
H 1.3338 -0.2773 0.0913
H 2.1934 1.2927 0.0141
H 0.3481 3.1996 1.1273
H -0.3276 1.9124 2.1260
H -1.3493 2.6697 0.8707
H -1.8645 1.0427 -0.3925
H -1.1596 -0.1862 0.6660
H -0.7774 0.1094 -2.4391
O 1.2520 -2.7133 0.9204
H 0.9816 -3.6503 0.9129
H 0.9069 -2.3168 0.0917
*
```

Largest force on an atom = 1.9 eV/Å
LUMO = 0.035 Eh
Kohn-Sham gap = 0.379 Eh
ΔE to the lowest compared entry with this formula, charge and spin = 45.7 kcal per mole
SMILES = CN(C)CC=O.O

Atomic partial charges in e from the natural (NBO) method, atoms 1 to 2:
1 C -0.43
2 N -0.42

Record 5
The following is a DFT calculation (the ωB97M-V functional and the def2-TZVPD basis) of the molecule C5H10OS2 in a non-equilibrium geometry.

ORCA input file:
```
! wB97M-V def2-TZVPD RIJCOSX def2/J DEFGRID3
* xyz 0 1
C 0.8210 2.1196 1.5057
S 1.2601 1.7210 -0.2371
C 0.3153 0.2598 -0.4138
S -1.4742 0.6041 -0.6298
C -2.4464 -1.0508 -0.6944
C 0.9838 -0.7216 -1.4555
O 1.1060 -1.7531 -0.3856
C 0.7257 -0.8262 0.6610
H 1.2192 1.3068 2.1834
H -0.2156 2.4126 1.4912
H 1.4103 3.0781 1.5798
H -1.7734 -1.8054 -1.2131
H -3.3733 -0.8589 -1.3618
H -2.5643 -1.2832 0.3794
H 0.3795 -1.1182 -2.2939
H 2.0053 -0.3366 -1.7285
H 1.6347 -0.5424 1.3465
H -0.0138 -1.2057 1.2663
*
```

Largest force on an atom = 3.4 eV/Å
LUMO = 0.028 Eh
Kohn-Sham gap = 0.352 Eh
ΔE to the lowest compared entry with this formula, charge and spin = 48.9 kcal per mole
SMILES = CSC1(SC)COC1

Atomic partial charges in e from the natural (NBO) method, atoms 1 to 2:
1 C -0.74
2 S 0.25

Record 6
The following is a DFT calculation (the ωB97M-V functional and the def2-TZVPD basis) of a 2-piece molecular cluster, C3H8NS overall in a non-equilibrium geometry.

ORCA input file:
```
! wB97M-V def2-TZVPD RIJCOSX def2/J DEFGRID3
* xyz -2 2
C 1.4067 0.6368 2.6469
S 0.5159 -0.9673 2.4106
H 1.6561 0.7359 3.7080
H 0.7917 1.5485 2.5494
H 2.2929 0.6313 2.0333
C -1.6058 -0.2936 -2.4111
C 0.1425 -0.2913 -0.6729
N -0.6270 0.3069 -1.4766
H -2.5649 -0.4826 -1.9388
H -1.7443 0.5309 -3.1434
H -1.1876 -1.1325 -2.9708
H 0.9358 0.1529 -0.0910
H -0.0120 -1.3758 -0.6436
*
```

Largest force on an atom = 3.0 eV/Å
LUMO (spin up / spin down) = 0.240 / 0.238 Eh
Kohn-Sham gap (spin up / spin down) = 0.089 / 0.233 Eh
ΔE to the lowest compared entry with this formula, charge and spin = 32.5 kcal per mole
<S²> = 0.75

Atomic partial charges in e from the natural (NBO) method, atoms 1 to 2:
1 C -0.76
2 S -0.74